# 1
Formula: C3Br2N2
Source: the OMol25 dataset
Level of theory: ωB97M-V/def2-TZVPD

Spin multiplicity: 1
Total energy, eV: -146172.1097
Energy above the lowest of the compared OMol25 structures with the same formula, charge and spin, kcal per mole: 40.7
Molar mass, g/mol: 223.9
HOMO-LUMO gap (spin up / spin down), eV: 8.380 / 6.327

Structure (XYZ):
```
7
Properties=species:S:1:pos:R:3:forces:R:3
C -0.101 0.425 -1.126 1.4 1.2 -3.7
C -0.372 0.477 1.146 0.6 1.8 2.2
C -0.796 -0.019 -0.058 -1.0 -2.2 1.2
N 0.498 0.851 -2.040 -0.8 -0.7 1.4
N 0.030 1.062 2.070 -0.5 -0.8 -0.7
Br -1.690 -1.689 0.030 0.2 0.7 -0.4
Br 2.431 -1.107 -0.020 0.2 -0.1 0.0
```
Forces are in eV/Å.



# 2
Formula: C3BrClO
Source: the OMol25 dataset
Level of theory: ωB97M-V/def2-TZVPD

Spin multiplicity: 1
Total energy, eV: -87718.7973
Energy above the lowest of the compared OMol25 structures with the same formula, charge and spin, kcal per mole: 18.3
Molar mass, g/mol: 167.4
HOMO-LUMO gap, eV: 8.446

Structure (XYZ):
```
6
Properties=species:S:1:pos:R:3:forces:R:3
C 0.088 0.484 -0.088 -1.8 1.8 3.8
C -0.250 0.391 1.465 -0.3 3.5 -5.0
C 0.199 -0.521 -0.908 0.4 -1.9 -1.0
O 0.304 -1.440 -1.598 0.0 0.5 0.4
Cl 0.276 -0.966 2.041 1.4 -4.0 1.9
Br -0.618 2.051 -0.912 0.2 0.0 -0.1
```
Forces are in eV/Å.



# 3
Formula: C3Cl2I3O2
Source: the OMol25 dataset
Level of theory: ωB97M-V/def2-TZVPD

Charge: -1
Spin multiplicity: 1
Total energy, eV: -56552.2892
Molar mass, g/mol: 519.6
HOMO-LUMO gap (spin up / spin down), eV: 6.905 / 6.905

Structure (XYZ):
```
10
Properties=species:S:1:pos:R:3:forces:R:3
C 1.831 -0.659 0.044 -1.0 1.2 -0.3
C 0.660 0.516 -0.024 -2.0 -0.7 -0.3
C -1.613 -0.117 -0.014 2.4 0.2 0.2
O 1.487 -1.742 0.425 -0.3 -1.4 0.5
O 2.845 -0.087 -0.304 1.1 0.1 -0.2
Cl 0.673 1.530 1.353 0.0 0.3 0.5
Cl 0.631 1.411 -1.495 0.0 0.2 -0.3
I -1.793 -1.474 1.620 -0.1 0.2 -0.2
I -2.727 1.666 0.284 0.0 -0.2 -0.1
I -1.995 -1.043 -1.888 0.0 0.1 0.2
```
Forces are in eV/Å.